{
  "formula": "CH3NO2",
  "method": "ωB97M-V/def2-TZVPD",
  "homo_lumo_gap_ev": 11.1997,
  "smiles": "C[N+](=O)[O-]",
  "homo_ev": -11.44,
  "symbols": ["C", "N", "O", "O", "H", "H", "H"],
  "xyz": [[-0.62309, 0.11856, 0.06193], [0.81294, -0.21144, 0.04187], [1.45655, 0.43781, -0.85565], [1.12613, -1.12441, 0.83428], [-0.81547, 1.28309, 0.00235], [-0.73922, -0.22345, -0.92323], [-1.21785, -0.28017, 0.83845]],
  "forces_ev_per_a": [[0.3, 3.8, -0.9], [0.9, 0.7, 0.4], [-0.9, -2.8, 3.2], [0.8, 2.1, -2.3], [0.9, -2.3, 0.2], [-1.8, -0.6, -1.3], [-0.1, -0.9, 0.6]],
  "lowdin_charge": [0.015, -0.401, 0.023, 0.061, 0.145, 0.078, 0.078]
}

---

{
  "formula": "CH3NO2",
  "method": "ωB97M-V/def2-TZVPD",
  "homo_lumo_gap_ev": [9.8754, 8.6624],
  "homo_ev": [-10.29, -9.31],
  "symbols": ["C", "N", "O", "O", "H", "H", "H"],
  "xyz": [[0.14204, 0.38594, 0.09365], [-0.33493, -0.90033, 0.14387], [1.42792, 0.54810, -0.27486], [2.10717, -0.46702, 0.09724], [-0.45566, 1.19473, -0.33726], [-0.06341, -1.52770, -0.51639], [0.25300, -1.43053, 0.83347]],
  "forces_ev_per_a": [[0.6, 0.4, -3.7], [-0.7, 0.7, 5.2], [-2.4, 1.2, 1.8], [2.5, -1.7, -0.3], [0.0, -0.2, 0.6], [0.8, -1.4, -4.0], [-0.8, 1.0, 0.5]],
  "lowdin_charge": [-0.158, 0.056, -0.075, -0.113, 0.129, 0.047, 0.114]
}

---

{
  "formula": "CH3NO2",
  "method": "ωB97M-V/def2-TZVPD",
  "homo_lumo_gap_ev": 10.7608,
  "homo_ev": -10.43,
  "symbols": ["C", "N", "O", "O", "H", "H", "H"],
  "xyz": [[0.11064, -0.13371, 0.81314], [-0.19571, 0.02018, -1.04480], [-1.23302, -0.34238, -1.52017], [0.63953, 0.74762, -1.45808], [1.24542, 0.02030, 0.74755], [-0.13269, -1.05034, 1.34292], [-0.43418, 0.73832, 1.11945]],
  "forces_ev_per_a": [[2.1, 0.1, -2.8], [-0.7, -0.4, 4.7], [0.3, -0.2, -0.3], [0.8, 0.5, -1.4], [-1.9, -0.1, 0.2], [-0.4, -0.1, -0.6], [-0.2, 0.3, 0.2]],
  "lowdin_charge": [0.117, -0.388, 0.059, 0.047, 0.079, 0.045, 0.041]
}

---

{
  "formula": "CH3NO2S",
  "method": "ωB97M-V/def2-TZVPD",
  "homo_lumo_gap_ev": [8.0952, 8.0522],
  "smiles": "CN=S(=O)=O",
  "homo_ev": [-10.68, -9.71],
  "symbols": ["C", "N", "S", "O", "O", "H", "H", "H"],
  "xyz": [[0.25462, 0.53549, 0.97870], [-0.10428, -0.72200, 0.92044], [-0.17822, -1.11009, -1.22143], [-1.32786, -1.71311, -1.80254], [0.08046, 0.25396, -1.64669], [0.85460, 0.76008, 0.02219], [0.90558, 0.78387, 1.80057], [-0.48491, 1.21179, 0.94876]],
  "forces_ev_per_a": [[4.7, 0.7, -0.7], [-1.4, -3.2, -0.1], [1.0, 0.8, -0.5], [-0.9, -0.6, 0.2], [0.0, -0.4, -0.4], [-0.4, 0.1, 1.1], [0.4, -0.1, 0.8], [-3.3, 2.6, -0.3]],
  "lowdin_charge": [-0.295, 0.022, 0.831, -0.388, -0.444, 0.111, 0.098, 0.065]
}

---

{
  "formula": "CH3NO2S",
  "method": "ωB97M-V/def2-TZVPD",
  "homo_lumo_gap_ev": [7.5119, 9.3278],
  "homo_ev": [-8.41, -8.92],
  "symbols": ["C", "N", "O", "O", "S", "H", "H", "H"],
  "xyz": [[0.06902, -0.07607, -0.97573], [-0.10219, 0.88495, 1.09087], [0.70335, 0.62581, 0.03110], [-0.37777, -1.21497, 1.25145], [-0.99104, -1.37045, -0.10299], [-0.66359, 0.50894, -1.53739], [0.84123, -0.49338, -1.61766], [0.52099, 1.13518, 1.86034]],
  "forces_ev_per_a": [[-1.0, -0.5, 0.0], [-1.0, 1.1, -0.3], [1.1, 0.3, 0.5], [0.0, -1.3, 0.7], [0.3, 0.3, -0.6], [0.1, 0.2, 0.0], [-0.1, 0.0, 0.1], [0.5, -0.1, -0.3]],
  "lowdin_charge": [-0.402, 0.054, -0.235, -0.576, 0.905, 0.083, 0.094, 0.077]
}

---

{
  "formula": "CH3NO2S2",
  "method": "ωB97M-V/def2-TZVPD",
  "homo_lumo_gap_ev": 8.1389,
  "homo_ev": -9.58,
  "symbols": ["C", "N", "O", "O", "S", "S", "H", "H", "H"],
  "xyz": [[-1.26570, -0.47134, 0.61426], [1.10253, -0.46344, -0.52136], [0.51957, 1.46294, 1.08115], [-0.39723, 1.38110, -1.16442], [-1.86983, -1.34276, -0.53987], [0.01617, 0.66202, 0.01132], [-1.49426, -0.56875, 1.59276], [1.58613, 0.02405, -1.25619], [1.80261, -0.68381, 0.18234]],
  "forces_ev_per_a": [[1.2, 0.6, -3.4], [0.5, 0.2, 0.3], [0.1, -0.3, 0.9], [-0.3, -0.8, 0.3], [-1.1, -0.9, -0.5], [0.1, 1.2, -0.2], [-0.5, 0.2, 3.3], [0.2, 0.0, -0.7], [-0.2, 0.0, 0.2]],
  "lowdin_charge": [-0.700, -0.094, -0.314, -0.319, 0.810, 0.473, -0.005, 0.068, 0.081]
}

---

{
  "formula": "CH3NO2S2",
  "method": "ωB97M-V/def2-TZVPD",
  "homo_lumo_gap_ev": [7.0547, 8.9001],
  "homo_ev": [-8.61, -10.20],
  "symbols": ["C", "N", "O", "O", "S", "S", "H", "H", "H"],
  "xyz": [[-1.23181, -0.15079, -0.31473], [1.20030, 0.46729, 0.41080], [0.84236, -0.90368, -1.61148], [0.43613, -1.91605, 0.59842], [-2.52217, -0.13466, -1.13382], [0.41403, -0.77281, -0.24910], [-1.11626, 1.58153, 1.12510], [1.12229, 1.25185, -0.16561], [0.85513, 0.57731, 1.34043]],
  "forces_ev_per_a": [[-0.2, 1.3, 1.3], [0.6, -2.0, 0.6], [-0.1, 0.4, 0.3], [-0.2, 0.5, 0.5], [-0.3, -0.4, -0.5], [0.3, -1.0, -1.7], [-0.1, -0.9, -0.6], [0.0, 1.6, -0.8], [0.0, 0.6, 0.7]],
  "lowdin_charge": [-0.816, -0.074, -0.288, -0.266, 0.804, 0.417, 0.127, 0.054, 0.042]
}

---

{
  "formula": "CH3NO2S2",
  "method": "ωB97M-V/def2-TZVPD",
  "homo_lumo_gap_ev": 7.3437,
  "homo_ev": -8.43,
  "symbols": ["C", "N", "O", "O", "S", "S", "H", "H", "H"],
  "xyz": [[1.48496, -0.04788, -0.28503], [0.59541, -0.94657, -0.21183], [0.69209, -2.03179, 0.65349], [-0.40217, -0.88101, -1.04038], [2.50789, 1.08201, -0.47049], [-0.99205, 1.67100, 0.23188], [-0.16392, -2.40732, 0.42156], [-1.75463, 1.64057, 1.32556], [-1.96759, 1.92099, -0.62477]],
  "forces_ev_per_a": [[-0.4, -1.0, 0.6], [0.3, 1.0, -1.5], [0.2, 0.7, -0.2], [0.5, -0.8, 0.7], [0.2, 0.1, 0.0], [0.4, 0.4, 0.4], [-0.5, -0.6, 0.1], [-0.3, 0.1, 0.0], [-0.5, 0.0, -0.1]],
  "lowdin_charge": [-0.671, -0.415, 0.086, -0.136, 0.840, 0.585, 0.114, -0.203, -0.200]
}

---

{
  "formula": "CH3NO3",
  "method": "ωB97M-V/def2-TZVPD",
  "homo_lumo_gap_ev": 9.3707,
  "homo_ev": -8.75,
  "symbols": ["C", "N", "O", "O", "O", "H", "H", "H"],
  "xyz": [[1.37686, 1.14403, 0.12174], [-1.21626, -0.90412, 0.37039], [2.50125, 1.24059, 0.27804], [0.64777, -0.24487, -0.97658], [-0.71220, -0.10815, -0.76254], [0.40294, 1.64226, 0.37805], [-2.21684, -0.89409, 0.23480], [-0.78352, -1.87564, 0.35611]],
  "forces_ev_per_a": [[-2.7, -2.3, -1.9], [2.3, -0.5, 0.6], [0.7, 0.1, 0.1], [1.0, 1.9, 2.7], [-0.8, -0.1, -0.3], [0.6, -0.4, -0.1], [0.0, -0.3, -0.4], [-1.0, 1.6, -0.6]],
  "lowdin_charge": [-0.034, 0.018, 0.180, -0.172, -0.301, 0.146, 0.063, 0.099]
}

---

{
  "formula": "CH3NO3",
  "method": "ωB97M-V/def2-TZVPD",
  "homo_lumo_gap_ev": [8.6765, 6.8055],
  "multiplicity": 3,
  "homo_ev": [-7.77, -10.90],
  "symbols": ["C", "N", "O", "O", "O", "H", "H", "H"],
  "xyz": [[-0.08343, 0.08950, 0.20086], [-2.52283, -0.03763, -0.10414], [-3.53887, 0.50505, 0.18600], [-2.27257, -0.95193, -0.84942], [-1.34617, 0.60568, 0.54945], [0.10778, 0.61442, -0.83975], [0.07548, -0.99974, 0.21002], [0.52751, 0.52312, 1.11372]],
  "forces_ev_per_a": [[1.1, 2.3, -0.2], [8.1, 1.8, 3.4], [-6.8, 2.9, 1.0], [0.0, -4.6, -4.2], [-1.9, -0.6, 0.5], [0.6, -1.5, 2.0], [-0.5, 0.4, -0.2], [-0.7, -0.7, -2.3]],
  "lowdin_spin": [0.002, 0.528, 0.744, 0.709, 0.014, 0.004, 0.001, -0.002]
}

---

{
  "formula": "CH3NO3P",
  "method": "ωB97M-V/def2-TZVPD",
  "homo_lumo_gap_ev": 5.9845,
  "homo_ev": -2.32,
  "charge": -1,
  "symbols": ["C", "N", "O", "O", "O", "P", "H", "H", "H"],
  "xyz": [[-0.07696, 2.30674, 1.81346], [0.62738, -1.60222, -1.39306], [0.05236, 0.02250, 0.49652], [-0.93026, 2.74909, 1.22421], [0.82660, 2.22313, 2.56537], [-0.69167, -0.76902, -0.64286], [-1.23593, -2.06999, -0.19006], [0.32237, -2.14752, -2.33452], [1.10612, -0.71270, -1.53907]],
  "forces_ev_per_a": [[3.7, 0.1, 2.9], [0.0, -1.5, -2.3], [-0.7, -0.9, -0.7], [-3.1, 0.6, -2.4], [-0.6, -1.0, -0.8], [-1.2, 0.9, 1.2], [0.0, 0.3, 0.5], [1.0, 2.2, 2.6], [0.9, -0.6, -1.1]],
  "lowdin_charge": [-0.498, -0.358, -0.670, 0.194, 0.136, 0.345, -0.151, 0.052, -0.049]
}

---

{
  "formula": "CH3NO3P",
  "method": "ωB97M-V/def2-TZVPD",
  "homo_lumo_gap_ev": 8.2630,
  "homo_ev": -4.20,
  "charge": -1,
  "symbols": ["C", "N", "O", "O", "O", "P", "H", "H", "H"],
  "xyz": [[-1.70169, -0.51764, -0.49876], [-0.52870, -0.46157, 0.17587], [2.46976, 0.17012, 1.07630], [-2.82411, -0.29526, -0.06586], [2.24780, 0.58531, -1.40924], [2.12611, -0.56534, -0.15191], [-1.60949, -0.90776, -1.49916], [-0.54393, -0.15868, 1.13982], [1.80043, 1.38167, -1.08575]],
  "forces_ev_per_a": [[2.1, -0.3, 2.1], [0.9, -0.2, -1.7], [-0.1, 0.0, 0.6], [-1.4, 0.5, 0.3], [-0.6, -1.0, 0.8], [-0.7, 0.9, -1.2], [0.4, -0.1, -1.0], [-0.7, 0.2, 0.1], [0.2, 0.0, -0.1]],
  "lowdin_charge": [-0.614, -0.073, -0.546, -0.130, -0.406, 0.701, 0.068, -0.011, 0.011]
}

---

{
  "formula": "CH3NO3S",
  "method": "ωB97M-V/def2-TZVPD",
  "homo_lumo_gap_ev": 11.5786,
  "smiles": "O=CN[SH](=O)=O",
  "homo_ev": -11.03,
  "symbols": ["O", "C", "N", "S", "O", "O", "H", "H", "H"],
  "xyz": [[-1.66616, 0.69628, -0.72376], [-1.39751, -0.21252, -0.02182], [-0.07625, -0.56990, 0.34706], [1.14267, 0.42403, -0.09069], [1.15558, 1.42379, 0.96713], [2.24575, -0.36727, -0.35177], [-2.19923, -1.00434, 0.26403], [0.25888, -1.47569, 0.66524], [0.53627, 1.08562, -1.05542]],
  "forces_ev_per_a": [[-0.1, 1.7, -0.5], [-0.2, -3.7, 0.8], [-1.3, -0.4, -0.6], [-2.4, 3.9, 4.2], [0.7, -0.6, -1.3], [2.7, -1.9, -1.3], [1.3, 1.1, 0.1], [-0.7, 0.1, -0.1], [0.1, -0.1, -1.3]],
  "lowdin_charge": [0.056, -0.357, -0.097, 0.637, -0.330, -0.277, 0.159, 0.131, 0.080]
}

---

{
  "formula": "CH3NO3S",
  "method": "ωB97M-V/def2-TZVPD",
  "homo_lumo_gap_ev": 8.7295,
  "smiles": "O=[N+]([O-])O.C=S",
  "homo_ev": -9.95,
  "symbols": ["O", "N", "O", "O", "H", "C", "S", "H", "H"],
  "xyz": [[-3.10073, 0.33553, 0.04178], [-2.02665, 0.14723, 0.35504], [-1.25479, 0.78948, 1.06698], [-1.41738, -0.85642, -0.31455], [-0.40723, -0.63821, -0.05619], [2.07296, 0.20268, -0.35106], [1.49065, -0.84096, 0.74993], [3.06841, 0.46260, -0.26554], [1.57475, 0.39808, -1.22641]],
  "forces_ev_per_a": [[-5.4, 1.1, -0.3], [5.3, 0.1, 0.1], [-1.0, 0.1, 0.4], [2.6, -0.1, 0.3], [-1.9, -1.3, -0.4], [-0.5, -2.6, 2.3], [0.2, 0.8, -0.6], [1.9, 1.0, 0.1], [-1.3, 0.9, -1.9]],
  "lowdin_charge": [0.175, -0.526, 0.020, 0.023, 0.013, -0.429, 0.758, -0.024, -0.011]
}

---

{
  "formula": "CH3NO3S2",
  "method": "ωB97M-V/def2-TZVPD",
  "homo_lumo_gap_ev": [8.5489, 8.5479],
  "homo_ev": [-10.05, -10.05],
  "symbols": ["C", "N", "O", "O", "O", "S", "S", "H", "H", "H"],
  "xyz": [[-1.73340, 0.10058, -0.77684], [0.70066, 0.06115, 0.35951], [-4.14034, -0.60174, -0.43336], [-1.35997, 1.69297, 1.06797], [0.18808, 2.02317, -0.83968], [-3.15825, 0.16876, 0.21986], [-0.52187, 1.11800, -0.01288], [-1.54933, -0.72351, -1.43575], [1.36109, 0.08436, -0.30680], [0.32538, -0.86248, 0.64290]],
  "forces_ev_per_a": [[-1.9, 0.9, 3.2], [-4.4, -0.9, 4.1], [-2.9, -2.0, -1.0], [2.4, -1.2, -1.0], [0.0, 0.8, -1.0], [4.6, 1.2, -1.7], [-1.4, 0.4, 1.0], [0.0, 0.0, -0.6], [2.9, 0.0, -2.8], [0.8, 0.8, -0.3]],
  "lowdin_charge": [-0.401, -0.057, -0.504, -0.420, -0.296, 1.002, 0.514, 0.051, 0.015, 0.097]
}

---

{
  "formula": "CH3NO3Si",
  "method": "ωB97M-V/def2-TZVPD",
  "homo_lumo_gap_ev": 10.9382,
  "smiles": "N#C[Si](O)(O)O",
  "homo_ev": -11.35,
  "symbols": ["N", "C", "Si", "O", "O", "O", "H", "H", "H"],
  "xyz": [[-0.35574, -2.09775, 2.39218], [-0.34810, -1.23557, 1.64514], [-0.08589, 0.23018, -0.09276], [-1.51581, 0.14189, -0.92096], [1.06391, -0.48704, -0.99753], [0.36405, 1.54141, 0.66023], [-1.82423, -0.41907, -1.60538], [1.84099, 0.14082, -1.23142], [0.86083, 2.18514, 0.15050]],
  "forces_ev_per_a": [[-0.1, -1.0, 1.0], [0.5, 3.2, -3.6], [-2.2, -4.8, 0.8], [1.4, 1.8, 2.2], [2.1, 2.1, -0.6], [0.0, 1.1, 0.2], [0.1, -0.9, -0.7], [-1.8, -1.9, 0.6], [0.0, 0.3, 0.1]],
  "lowdin_charge": [-0.022, -0.232, 0.250, -0.083, -0.122, -0.051, 0.054, 0.122, 0.084]
}

---

{
  "formula": "CH3NO4",
  "method": "ωB97M-V/def2-TZVPD",
  "homo_lumo_gap_ev": 10.8410,
  "homo_ev": -10.57,
  "symbols": ["C", "N", "O", "O", "O", "O", "H", "H", "H"],
  "xyz": [[1.04088, -0.09214, -0.17414], [-1.74309, -0.14038, -0.03143], [-1.71683, -1.28381, 0.26047], [-2.68572, 0.58732, -0.15187], [1.73635, 0.33567, 0.79138], [-0.61655, 0.54167, -0.31839], [1.40992, -0.18013, -1.18021], [0.55709, -0.99515, 0.12601], [2.01796, 1.22696, 0.67818]],
  "forces_ev_per_a": [[-4.9, -3.5, -1.4], [0.4, 2.0, -0.6], [0.4, -2.0, 0.5], [-1.1, -0.2, 0.2], [0.9, 1.3, 2.5], [3.1, 1.2, -0.4], [-0.1, 1.1, -0.6], [0.6, -1.2, 0.0], [0.8, 1.3, -0.2]],
  "lowdin_charge": [-0.117, -0.519, 0.102, 0.098, 0.118, -0.037, 0.135, 0.098, 0.122]
}

---

{
  "formula": "CH3NOP2",
  "method": "ωB97M-V/def2-TZVPD",
  "homo_lumo_gap_ev": 7.8801,
  "smiles": "O=C/P=N/P",
  "homo_ev": -9.27,
  "symbols": ["O", "C", "P", "N", "P", "H", "H", "H"],
  "xyz": [[2.88778, -0.81749, -0.14872], [1.82254, -0.67713, 0.36903], [0.73188, 0.76617, 0.36831], [-0.56854, -0.08934, 0.19108], [-2.15133, 0.31506, -0.05690], [1.24651, -1.45731, 0.85911], [-1.78259, 1.78300, -0.14231], [-2.18625, 0.17704, -1.43960]],
  "forces_ev_per_a": [[0.5, 0.2, -0.2], [0.1, -0.7, 0.3], [-1.1, 1.3, -0.2], [2.0, -1.1, 0.0], [-0.4, 2.7, 0.6], [0.1, -1.1, 0.3], [-1.3, -1.0, -0.1], [0.0, -0.2, -0.6]],
  "lowdin_charge": [-0.004, -0.539, 0.861, -0.760, 0.634, 0.050, -0.109, -0.133]
}

---

{
  "formula": "CH3NOP2S",
  "method": "ωB97M-V/def2-TZVPD",
  "homo_lumo_gap_ev": 7.9375,
  "smiles": "PO[PH]#CN=S",
  "homo_ev": -8.31,
  "symbols": ["P", "O", "P", "C", "N", "S", "H", "H", "H"],
  "xyz": [[-1.65457, 1.16238, 1.18949], [-0.41144, -0.07953, 0.87869], [1.21793, 0.11736, 0.67704], [1.42318, -0.43141, -1.00961], [1.47129, -0.30306, -2.18661], [1.48370, -0.54388, -3.64782], [-2.57844, 0.45985, 0.35337], [-2.28631, 0.66943, 2.49662], [1.33465, -1.05114, 1.24885]],
  "forces_ev_per_a": [[0.8, -1.9, 0.3], [-1.9, 1.7, 0.6], [-1.2, 2.3, -0.9], [0.1, 0.9, -0.6], [-0.2, -0.6, 6.3], [0.1, -0.3, -5.5], [0.0, 0.3, 0.4], [0.9, 0.2, -1.6], [1.2, -2.7, 1.0]],
  "lowdin_charge": [0.762, -0.878, 0.802, -0.302, -0.746, 0.650, -0.115, -0.085, -0.090]
}

---

{
  "formula": "CH3NOP2S",
  "method": "ωB97M-V/def2-TZVPD",
  "homo_lumo_gap_ev": 7.9529,
  "smiles": "PO/P=N/C=S",
  "homo_ev": -8.71,
  "symbols": ["P", "O", "P", "N", "C", "S", "H", "H", "H"],
  "xyz": [[1.17878, 0.05930, -0.07564], [0.65776, -1.54318, -0.35682], [-0.88648, -2.17145, -0.16700], [-1.70789, -1.07802, 0.57411], [-2.57006, -0.03596, 0.74050], [-3.38739, 0.71671, -0.44902], [0.39443, 0.65460, -1.09423], [2.05599, 0.01278, -1.09665], [-2.59985, 0.12600, 1.84761]],
  "forces_ev_per_a": [[-1.4, -0.3, 0.3], [-1.5, -0.7, 0.1], [1.2, 2.0, 1.0], [0.0, -0.3, -1.5], [0.9, -1.4, 1.1], [0.1, 0.1, 0.4], [-0.6, 0.3, 0.4], [1.8, -0.3, -0.9], [-0.6, 0.6, -0.9]],
  "lowdin_charge": [0.785, -0.847, 0.898, -0.372, -0.865, 0.571, -0.099, -0.141, 0.070]
}

---

In kJ/mol, the relative energy (zero: lowest compared OMol25 entry of this formula, charge and spin) values for the records above are, in order, 450.3 650.8 493.9 438.4 443.1 120.3 468.7 463.5 480.1 282.4 212.9 119.2 139.3 513.6 73.8 108.1 345.2 33.4 329.9 146.6.
In eV, the electronic energy values for the records above are, in order, -6666.997 -6664.919 -6666.546 -17500.926 -17500.877 -28339.176 -28335.564 -28335.618 -8711.991 -8708.977 -18008.354 -18009.325 -19551.870 -19547.991 -30385.556 -16598.512 -10759.937 -23198.310 -34033.115 -34035.015.